Entry 1:
The ion C4H9N2O with charge +1 at a distorted geometry. Source: the Open Molecules 2025 dataset; level of theory: wB97M-V/def2-TZVPD.

Last column: natural (NBO) charge in e.
CARTESIAN COORDINATES (ANGSTROEM)
C (-0.561, -0.874, 0.310)  0.238
C (0.358, -1.698, -0.700)  -0.294
C (-0.425, 0.208, -0.663)  0.154
C (0.429, 1.764, 1.213)  -0.261
N (-1.145, -1.167, 1.346)  -0.507
N (0.368, -0.549, -1.592)  -0.550
O (0.543, 1.478, -0.157)  -0.515
H (1.240, -1.811, -0.152)  0.264
H (-0.229, -2.565, -1.021)  0.273
H (-1.335, 0.742, -1.065)  0.255
H (-0.456, 2.302, 1.619)  0.187
H (1.295, 2.323, 1.359)  0.223
H (0.460, 0.838, 1.791)  0.168
H (-1.739, -0.407, 1.925)  0.405
H (1.337, -0.095, -1.672)  0.486
H (-0.139, -0.487, -2.541)  0.476

Properties
Charge: +1
ΔE to the lowest compared entry with this formula, charge and spin in kJ/mol: 496.6


Entry 2:
An isolated molecule of C18H20N6O3 at a distorted geometry. Source: the Open Molecules 2025 dataset; level of theory: wB97M-V/def2-TZVPD.

Last column: natural (NBO) charge in e.
CARTESIAN COORDINATES (ANGSTROEM)
O (1.286, 0.979, -1.326)  -0.610
O (-0.752, 1.699, 2.367)  -0.627
N (3.148, -1.751, -1.289)  -0.422
N (0.168, -2.256, 0.624)  -0.507
O (-1.820, 6.569, -1.435)  -0.544
C (1.245, 0.048, -0.522)  0.621
C (-0.888, 2.110, 1.180)  0.648
C (3.329, -2.971, -0.871)  0.194
C (-0.583, -1.164, 0.554)  0.523
C (1.954, -1.263, -0.741)  0.002
C (1.397, -2.284, -0.072)  0.314
C (1.837, -7.351, 1.357)  -0.241
C (0.717, -6.608, 1.301)  -0.193
C (3.026, -6.784, 1.023)  -0.189
C (0.840, -5.297, 0.700)  -0.211
C (3.286, -5.489, 0.605)  -0.227
C (2.147, -4.673, 0.417)  0.147
N (2.223, -3.419, -0.102)  -0.375
N (-0.611, 1.234, 0.193)  -0.445
N (0.144, 0.052, 0.224)  -0.261
N (-1.538, 3.919, -0.524)  -0.479
C (-2.133, -1.120, 0.771)  -0.669
C (-1.180, 3.651, 0.953)  -0.290
C (-0.506, 5.973, -1.233)  -0.072
C (-2.984, 5.985, -0.791)  -0.076
C (-0.537, 4.497, -1.429)  -0.268
C (-2.899, 4.415, -0.807)  -0.232
H (4.220, -3.485, -1.203)  0.222
H (1.980, -8.420, 1.337)  0.223
H (-0.242, -7.141, 1.291)  0.220
H (3.851, -7.449, 1.003)  0.202
H (-0.109, -4.771, 0.433)  0.241
H (4.300, -5.134, 0.396)  0.221
H (-0.821, 1.552, -0.718)  0.415
H (-2.552, -0.328, 0.162)  0.239
H (-2.294, -0.969, 1.913)  0.267
H (-2.460, -2.124, 0.480)  0.246
H (-0.195, 4.259, 1.152)  0.236
H (-2.061, 3.905, 1.588)  0.234
H (-0.134, 6.074, -0.183)  0.155
H (0.211, 6.467, -1.893)  0.201
H (-3.168, 6.262, 0.222)  0.159
H (-3.874, 6.293, -1.342)  0.190
H (-0.691, 4.177, -2.454)  0.206
H (0.382, 4.012, -1.311)  0.224
H (-3.045, 4.096, -1.834)  0.192
H (-3.611, 4.025, -0.167)  0.196

Properties
Charge: 0
ΔE to the lowest compared entry with this formula, charge and spin in kJ/mol: 408.1


Entry 3:
A cluster of 3 separate species, C22H47N2O11S2 in total at a distorted geometry. Source: the Open Molecules 2025 dataset; level of theory: wB97M-V/def2-TZVPD.

Last column: Löwdin charge in e.
CARTESIAN COORDINATES (ANGSTROEM)
C (6.808, 4.402, -0.458)  -0.121
O (6.006, 3.974, -1.576)  -0.222
C (5.121, 2.921, -1.148)  -0.251
C (4.012, 2.744, -2.236)  -0.195
C (2.724, 2.013, -1.676)  -0.196
C (1.757, 1.675, -2.886)  -0.183
C (0.309, 2.218, -2.627)  -0.141
C (-0.789, 1.102, -2.406)  -0.236
C (-0.247, -0.217, -1.765)  -0.677
O (0.533, -0.248, -0.796)  -0.036
O (-0.690, -1.303, -2.291)  -0.104
N (-1.914, 1.729, -1.670)  -0.140
C (-2.633, 0.784, -0.805)  -0.179
C (-3.967, 1.367, -0.182)  -0.186
C (-4.575, 0.276, 0.787)  -0.286
N (-3.984, 0.280, 2.135)  -0.025
C (-2.778, 2.517, -2.550)  -0.194
C (-3.004, 4.016, -2.048)  -0.114
C (-4.484, 4.303, -1.647)  -0.205
O (-5.019, 5.540, -2.205)  -0.023
C (-6.190, 5.826, -1.528)  -0.516
C (-7.322, 4.807, -1.235)  0.002
O (-6.366, 6.957, -1.178)  0.104
H (6.533, 5.449, -0.199)  0.086
H (6.683, 3.709, 0.411)  0.082
H (7.877, 4.311, -0.786)  0.086
H (5.717, 1.983, -1.019)  0.127
H (4.625, 3.159, -0.167)  0.123
H (3.727, 3.749, -2.638)  0.116
H (4.394, 2.158, -3.110)  0.111
H (2.258, 2.745, -0.969)  0.106
H (3.055, 1.108, -1.122)  0.109
H (2.168, 2.271, -3.747)  0.093
H (1.811, 0.612, -3.199)  0.118
H (0.262, 2.911, -1.749)  0.107
H (-0.033, 2.815, -3.516)  0.097
H (-1.148, 0.823, -3.436)  0.138
H (-2.009, 0.529, 0.089)  0.130
H (-2.932, -0.151, -1.344)  0.128
H (-4.746, 1.576, -0.949)  0.084
H (-3.744, 2.326, 0.356)  0.107
H (-4.501, -0.695, 0.253)  0.114
H (-5.656, 0.558, 0.910)  0.094
H (-3.579, 1.186, 2.362)  0.059
H (-3.296, -0.463, 2.241)  0.062
H (-3.752, 2.015, -2.808)  0.118
H (-2.260, 2.634, -3.538)  0.108
H (-2.305, 4.149, -1.185)  0.115
H (-2.672, 4.740, -2.826)  0.111
H (-5.104, 3.467, -2.063)  0.102
H (-4.618, 4.296, -0.540)  0.123
H (-8.097, 4.757, -2.030)  0.091
H (-6.985, 3.772, -1.012)  0.068
H (-7.840, 5.173, -0.316)  0.093
O (1.461, -6.903, 0.657)  -0.299
S (0.163, -6.571, 0.135)  0.569
O (-0.165, -6.780, -1.243)  -0.279
O (-0.195, -5.074, 0.539)  -0.259
C (0.744, -4.026, 0.208)  -0.247
C (0.653, -3.624, -1.249)  -0.081
C (-1.068, -7.355, 1.131)  -0.132
H (1.760, -4.326, 0.476)  0.097
H (0.487, -3.170, 0.831)  0.123
H (1.001, -4.432, -1.901)  0.069
H (1.265, -2.745, -1.441)  0.073
H (-0.374, -3.405, -1.526)  0.069
H (-0.856, -7.150, 2.178)  0.069
H (-1.019, -8.426, 0.940)  0.068
H (-2.045, -6.969, 0.849)  0.072
O (4.495, -2.938, 2.950)  -0.271
S (3.596, -3.917, 3.482)  0.582
O (2.202, -3.907, 3.169)  -0.264
O (3.768, -3.967, 5.080)  -0.268
C (3.652, -2.740, 5.809)  -0.268
C (2.203, -2.331, 5.995)  -0.076
C (4.235, -5.527, 3.141)  -0.117
H (4.226, -1.948, 5.324)  0.115
H (4.105, -2.915, 6.786)  0.118
H (1.748, -2.055, 5.043)  0.074
H (2.129, -1.475, 6.667)  0.078
H (1.618, -3.157, 6.405)  0.083
H (5.281, -5.560, 3.436)  0.070
H (4.138, -5.702, 2.071)  0.077
H (3.651, -6.261, 3.693)  0.075

Properties
Charge: -1


| no. | E (hartree) | HOMO energy (Ha) | frontier orbital gap (eV) |
| --- | --- | --- | --- |
| 1 | -342.16811 | -0.5271 | 10.08 |
| 2 | -1252.01896 | -0.3112 | 8.72 |
| 3 | -2599.94241 | -0.1660 | 6.65 |